Record 1
DFT (wB97M-V/def2-TZVPD) results for a molecular structure, C29H32AsF13INOP.

```
! RIJCOSX wB97M-V def2-TZVPD def2/J DEFGRID3
* xyz -1 1
C -1.586 -4.281 1.636
C -1.877 -3.911 0.202
N -1.140 -4.439 -0.668
C -2.966 -2.943 -0.116
As -2.122 -1.288 -1.063
C -2.283 -0.114 0.620
C -0.909 0.499 1.003
C -0.842 1.933 0.539
F -1.267 2.104 -0.694
F -1.705 2.641 1.302
C 0.565 2.659 0.629
F 0.330 3.893 1.108
F 1.030 2.870 -0.590
C 1.627 2.078 1.582
F 1.061 1.900 2.767
F 2.540 3.023 1.769
C 2.399 0.759 1.222
F 1.864 -0.277 1.821
F 3.614 0.871 1.786
C 2.688 0.475 -0.264
F 3.381 1.525 -0.716
F 1.626 0.255 -0.981
C 3.624 -0.766 -0.483
F 4.862 -0.521 -0.167
F 3.612 -0.992 -1.791
F 3.172 -1.841 0.085
P -4.266 -0.607 -1.838
O -4.616 -1.673 -3.097
I -3.997 1.563 -3.001
H -2.487 -4.273 2.247
H -1.201 -5.298 1.607
H -0.815 -3.644 2.068
H -1.421 -4.090 -1.589
H -3.587 -3.449 -0.856
H -3.546 -2.681 0.766
H -1.989 -2.192 -2.372
H -1.412 -0.130 -1.858
H -0.693 -1.808 -0.621
H -2.687 -0.677 1.457
H -2.993 0.691 0.419
H -0.171 -0.167 0.553
H -0.883 0.479 2.085
H -4.457 -1.246 -3.949
C 1.963 -5.319 3.746
C 2.190 -5.238 5.114
C 1.646 -6.189 5.966
C 0.881 -7.226 5.449
C 0.657 -7.308 4.081
C 1.195 -6.353 3.230
H 2.385 -4.575 3.082
H 2.791 -4.432 5.515
H 1.817 -6.122 7.033
H 0.459 -7.970 6.113
H 0.061 -8.117 3.678
H 1.015 -6.413 2.164
C 6.448 2.132 -5.093
C 6.224 1.285 -4.017
C 5.302 1.631 -3.038
C 4.597 2.823 -3.139
C 4.820 3.668 -4.218
C 5.747 3.326 -5.193
H 7.168 1.862 -5.855
H 6.768 0.352 -3.941
H 5.136 0.974 -2.202
H 3.876 3.094 -2.382
H 4.269 4.597 -4.298
H 5.922 3.989 -6.031
C -3.971 6.083 -0.435
C -4.360 4.757 -0.309
C -5.675 4.393 -0.564
C -6.599 5.353 -0.953
C -6.209 6.680 -1.081
C -4.896 7.046 -0.819
H -2.945 6.367 -0.233
H -3.638 4.006 -0.013
H -5.978 3.359 -0.461
H -7.623 5.067 -1.156
H -6.929 7.429 -1.387
H -4.592 8.081 -0.915
*
```

Values from the calculation:
lowest unoccupied orbital energy = 2.5 eV



Record 2
DFT (wB97M-V/def2-TZVPD) results for a gas-phase ion, C4H10NO (charge -1).

```
! RIJCOSX wB97M-V def2-TZVPD def2/J DEFGRID3
* xyz -1 1
C 0.350 1.341 -1.409
C 0.008 1.106 0.068
C -1.567 0.953 0.202
N 0.754 0.025 0.594
C 0.340 -1.465 -0.077
O 0.355 -2.345 0.890
H 0.273 0.448 -2.030
H -0.286 2.149 -1.844
H 1.378 1.734 -1.357
H 0.330 2.078 0.526
H -1.992 0.377 -0.596
H -1.644 0.326 1.099
H -2.171 1.851 0.303
H 0.948 0.120 1.578
H -0.606 -1.260 -0.616
H 1.191 -1.605 -0.754
*
```

Values from the calculation:
lowest unoccupied orbital energy = 4.2 eV
ΔE to the lowest compared entry with this formula, charge and spin = 23.98 kcal/mol



Record 3
DFT (wB97M-V/def2-TZVPD) results for 2 unconnected molecules or ions with the total composition C3H3NO3.

```
! RIJCOSX wB97M-V def2-TZVPD def2/J DEFGRID3
* xyz 0 1
C -1.629 0.959 -2.319
C -0.814 0.851 -1.332
C -0.163 -0.191 0.904
N 0.917 -0.795 1.260
O 1.824 -1.171 0.385
O -2.104 1.221 -3.331
O 1.154 -1.097 2.485
H -0.833 1.487 -0.372
H 2.649 -1.360 0.885
H -1.002 0.095 1.436
*
```

Values from the calculation:
lowest unoccupied orbital energy (spin up / spin down) = -2.7 / -2.7 eV
ΔE to the lowest compared entry with this formula, charge and spin = 250.78 kcal/mol



Record 4
DFT (wB97M-V/def2-TZVPD) results for a molecular structure, C23H25BFeNO.

```
! RIJCOSX wB97M-V def2-TZVPD def2/J DEFGRID3
* xyz -1 5
C 3.967 -5.330 0.906
O 3.121 -4.988 2.025
C 2.112 -4.094 1.895
C 1.513 -3.648 3.094
C 0.592 -2.640 3.085
N 0.072 -2.174 1.904
B -0.934 -1.108 1.921
H -1.309 0.312 -0.959
C 0.557 -2.686 0.732
C 1.631 -3.551 0.681
H 4.691 -6.013 1.355
H 3.399 -5.838 0.118
H 4.473 -4.438 0.509
H 1.840 -4.066 4.045
H 0.231 -2.179 4.005
H -2.069 -1.432 1.740
H -0.467 -0.008 1.981
H 0.081 -2.338 -0.186
H 2.091 -3.768 -0.281
C 3.104 1.544 -1.655
C 2.106 0.542 -1.987
C 1.469 0.130 -0.745
C 2.145 0.807 0.352
C 3.134 1.699 -0.209
Fe 1.336 2.068 -0.997
C 0.857 3.898 -0.439
C 1.028 3.821 -1.880
C 0.131 2.807 -2.382
C -0.629 2.269 -1.265
C -1.695 1.206 -1.414
C -3.112 1.410 -0.893
C -4.035 0.400 -1.202
C -5.378 0.525 -0.857
C -5.825 1.650 -0.157
C -4.887 2.603 0.270
C -3.533 2.455 -0.059
C -0.165 2.936 -0.057
H 3.812 2.008 -2.347
H 1.919 0.110 -2.971
H 0.732 -0.653 -0.629
H 2.022 0.565 1.409
H 3.846 2.306 0.354
H 1.365 4.602 0.227
H 1.681 4.444 -2.485
H -0.050 2.529 -3.414
H -1.740 0.941 -2.490
H -3.669 -0.477 -1.742
H -6.075 -0.290 -1.102
H -6.897 1.787 0.047
H -5.207 3.434 0.898
H -2.804 3.165 0.322
H -0.578 2.746 0.930
*
```

Values from the calculation:
lowest unoccupied orbital energy (spin up / spin down) = 2.8 / 2.5 eV



Record 5
DFT (wB97M-V/def2-TZVPD) results for 2 unconnected molecules or ions with the total composition C2H2N2OS.

```
! RIJCOSX wB97M-V def2-TZVPD def2/J DEFGRID3
* xyz 0 1
C -0.148 1.645 1.414
C 0.371 -1.585 -1.425
N -1.317 1.609 1.305
N 1.521 -1.969 -1.317
O -0.762 -1.391 -1.590
S -2.691 1.276 0.737
H 0.717 1.826 2.027
H 2.310 -1.411 -1.150
*
```

Values from the calculation:
lowest unoccupied orbital energy = 0.0 eV
ΔE to the lowest compared entry with this formula, charge and spin = 48.69 kcal/mol



Record 6
DFT (wB97M-V/def2-TZVPD) results for 2 unconnected molecules or ions with the total composition C15H18O2.

```
! RIJCOSX wB97M-V def2-TZVPD def2/J DEFGRID3
* xyz 0 1
C -3.438 1.519 -2.553
C -1.801 1.085 0.843
C -1.685 -0.282 0.920
C -2.391 1.722 -0.244
C -2.888 0.932 -1.270
C -2.270 -1.098 -0.044
C -2.868 -0.452 -1.131
O -1.171 -0.830 2.082
H -1.405 1.660 1.665
H -2.596 2.783 -0.194
H -2.422 -2.144 -0.016
H -0.684 -1.629 1.833
H -3.929 0.758 -3.122
H -2.719 2.094 -3.135
H -3.479 -1.070 -1.781
H -4.190 2.243 -2.280
C 1.133 -1.899 -0.263
C 1.819 -2.351 -1.562
C 1.832 -0.753 0.407
C 1.672 0.557 -0.061
C 2.567 -0.945 1.572
C 2.013 1.632 0.743
C 3.051 0.116 2.320
C 2.799 1.402 1.861
O 3.241 2.479 2.639
H 0.115 -1.597 -0.518
H 0.990 -2.773 0.377
H 2.168 -1.583 -2.252
H 1.230 0.630 -1.041
H 2.633 -1.947 1.989
H 1.643 2.612 0.490
H 3.635 0.005 3.222
H 3.701 3.054 2.011
H 1.098 -2.866 -2.196
H 2.598 -3.063 -1.311
*
```

Values from the calculation:
lowest unoccupied orbital energy = 0.8 eV
ΔE to the lowest compared entry with this formula, charge and spin = 21.49 kcal/mol



Q: Which max |F| values were calculated for the entries above? A: 2.07, 3.49, 6.34, 2.84, 3.54, 2.24, in eV/Å.